283
Properties=species:S:1:pos:R:3 method="wB97M-V/def2-TZVPD" total_charge=+5 homo_lumo_gap_ev=6.93 lumo_ev=-9.20
C 2.36 -4.93 1.08
C 3.02 -3.92 2.01
C 3.84 -2.87 1.28
O 4.15 -3.33 -0.01
C 5.36 -2.67 -0.63
N 1.91 -3.30 2.87
H 2.36 -2.99 3.70
H 1.35 -2.53 2.50
H 1.29 -4.02 3.07
H 1.62 -5.55 1.67
H 3.02 -5.56 0.43
H 1.73 -4.32 0.30
H 3.65 -4.42 2.66
H 4.70 -2.46 1.87
H 3.14 -2.04 1.13
H 6.22 -2.76 -0.05
H 5.13 -1.61 -0.72
H 5.52 -3.07 -1.58
C 5.45 4.74 -4.10
C 5.85 4.26 -5.47
C 7.21 3.61 -5.69
O 7.21 3.16 -7.04
C 8.45 2.72 -7.62
N 4.91 3.23 -6.00
H 5.13 3.03 -6.97
H 4.91 2.35 -5.45
H 3.91 3.50 -6.01
H 5.74 5.81 -4.00
H 6.09 4.29 -3.34
H 4.39 4.70 -3.81
H 5.70 5.04 -6.24
H 7.22 2.74 -4.95
H 8.09 4.21 -5.48
H 8.53 1.69 -7.38
H 9.25 3.34 -7.31
H 8.17 2.75 -8.67
C -5.79 5.86 -3.86
C -6.34 5.17 -2.59
C -7.64 5.84 -2.11
O -8.06 4.94 -1.11
C -9.49 5.03 -0.76
N -6.68 3.77 -3.02
H -7.22 3.30 -2.31
H -7.22 3.82 -3.88
H -5.83 3.22 -3.17
H -5.43 6.84 -3.50
H -6.58 6.01 -4.58
H -5.01 5.25 -4.29
H -5.74 5.15 -1.70
H -8.40 5.84 -2.90
H -7.46 6.84 -1.74
H -9.77 5.85 -0.11
H -9.68 4.07 -0.27
H -10.04 5.02 -1.77
C 4.27 9.71 -1.32
C 4.58 9.57 0.14
C 4.69 10.80 1.00
O 5.01 10.38 2.31
C 5.09 11.45 3.26
N 3.46 8.72 0.76
H 3.22 7.83 0.28
H 3.73 8.58 1.74
H 2.62 9.17 0.79
H 5.16 10.17 -1.71
H 3.53 10.42 -1.48
H 4.17 8.85 -1.90
H 5.53 9.01 0.30
H 3.76 11.41 0.96
H 5.45 11.52 0.64
H 6.02 12.07 3.17
H 5.00 10.93 4.29
H 4.22 12.09 3.16
C -2.32 -0.55 -6.55
C -1.96 -0.90 -5.09
C -1.40 -2.29 -5.09
O -1.06 -2.54 -3.78
C -0.63 -3.88 -3.45
N -0.82 -0.01 -4.56
H -1.10 0.97 -4.48
H -0.64 -0.14 -3.54
H 0.06 -0.07 -5.14
H -1.51 -0.03 -7.07
H -3.13 0.07 -6.72
H -2.51 -1.52 -7.04
H -2.78 -0.73 -4.41
H -0.63 -2.40 -5.84
H -2.20 -2.95 -5.35
H -0.15 -3.74 -2.42
H 0.14 -4.26 -4.12
H -1.51 -4.54 -3.41
C -4.51 -11.14 -4.98
C -3.64 -11.04 -6.20
C -4.56 -10.78 -7.40
O -3.73 -10.57 -8.56
C -4.20 -11.02 -9.78
N -2.82 -9.83 -6.15
H -1.99 -9.92 -5.55
H -2.50 -9.60 -7.17
H -3.30 -9.04 -5.80
H -5.23 -10.27 -5.00
H -3.94 -11.17 -4.02
H -5.06 -12.11 -4.97
H -3.01 -11.94 -6.52
H -5.35 -10.01 -7.31
H -5.07 -11.71 -7.46
H -4.12 -12.10 -9.80
H -3.58 -10.63 -10.57
H -5.22 -10.78 -9.91
C -5.08 -6.97 3.41
C -5.68 -6.36 2.22
C -4.91 -5.17 1.63
C -5.32 -4.78 0.25
C -4.84 -5.86 -0.70
C -5.20 -7.33 -0.33
N -5.56 -7.51 1.12
O -5.77 -8.61 1.55
C -3.89 -8.17 -0.47
C -6.26 -7.81 -1.23
C -7.21 -6.12 2.42
H -5.17 -6.18 4.15
H -4.02 -7.07 3.18
H -5.61 -7.84 3.78
H -3.85 -5.50 1.65
H -4.85 -4.36 2.42
H -4.64 -3.95 -0.05
H -6.43 -4.49 0.13
H -3.76 -5.79 -0.75
H -5.10 -5.70 -1.78
H -3.44 -7.98 -1.45
H -4.11 -9.26 -0.47
H -3.20 -7.89 0.34
H -5.85 -7.93 -2.23
H -7.09 -7.07 -1.21
H -6.61 -8.84 -0.96
H -7.69 -6.04 1.54
H -7.36 -5.14 2.82
H -7.74 -6.74 3.12
C 0.30 5.84 -5.30
C -1.01 6.64 -5.14
C -0.81 8.17 -4.93
C -0.16 8.91 -6.06
C -1.02 8.68 -7.40
C -1.17 7.26 -7.83
N -1.62 6.43 -6.51
O -2.58 5.74 -6.65
C 0.03 6.54 -8.52
C -2.31 7.28 -8.89
C -1.87 6.00 -4.11
H 0.74 5.84 -4.23
H 0.92 6.10 -6.16
H 0.03 4.82 -5.52
H -0.06 8.09 -4.08
H -1.67 8.64 -4.49
H 0.91 8.60 -6.13
H -0.23 10.00 -5.85
H -0.56 9.11 -8.25
H -1.98 9.06 -7.14
H 0.72 7.29 -8.84
H -0.27 5.83 -9.25
H 0.61 5.91 -7.87
H -2.65 6.36 -9.28
H -1.92 7.88 -9.67
H -3.15 7.77 -8.42
H -2.02 4.94 -4.35
H -2.90 6.49 -4.03
H -1.31 6.09 -3.15
C 0.11 2.54 -1.65
C -0.47 2.33 -0.26
C -1.60 3.39 -0.01
C -2.23 3.05 1.29
C -2.76 1.63 1.23
C -1.77 0.49 1.09
N -0.77 0.89 -0.02
O -0.32 0.05 -0.71
C -2.48 -0.69 0.47
C -0.73 0.15 2.18
C 0.71 2.55 0.76
H 1.02 1.95 -1.75
H 0.27 3.55 -1.86
H -0.60 2.15 -2.42
H -2.32 3.24 -0.85
H -1.01 4.34 0.02
H -3.12 3.67 1.49
H -1.53 3.19 2.18
H -3.35 1.59 0.30
H -3.43 1.41 2.08
H -3.10 -1.09 1.24
H -1.91 -1.63 0.20
H -3.09 -0.43 -0.43
H -1.25 -0.16 3.08
H -0.19 1.05 2.51
H -0.07 -0.61 1.79
H 1.11 3.46 0.42
H 1.47 1.77 0.79
H 0.42 2.71 1.78
C 6.82 -0.03 7.32
C 7.43 -1.14 6.43
C 7.50 -0.74 4.97
C 8.75 0.05 4.58
C 10.03 -0.83 4.73
C 10.19 -1.11 6.23
N 8.85 -1.51 6.94
O 8.93 -2.08 7.97
C 10.73 0.09 7.08
C 11.11 -2.32 6.36
C 6.69 -2.53 6.59
H 5.77 0.21 7.10
H 7.25 0.96 7.15
H 6.88 -0.32 8.38
H 6.57 -0.10 4.80
H 7.40 -1.66 4.36
H 8.93 1.05 5.06
H 8.66 0.17 3.49
H 10.84 -0.15 4.38
H 9.94 -1.79 4.22
H 10.97 -0.34 8.09
H 9.96 0.90 7.01
H 11.69 0.52 6.75
H 10.70 -3.33 6.19
H 11.62 -2.49 7.35
H 11.86 -2.21 5.64
H 5.62 -2.45 6.40
H 6.87 -2.88 7.59
H 7.19 -3.40 6.03
C -3.59 -4.29 10.28
C -2.08 -3.98 10.61
C -1.46 -2.96 9.65
C -1.90 -1.53 10.04
C -1.41 -1.24 11.46
C -2.04 -2.06 12.56
N -1.85 -3.47 12.13
O -1.59 -4.28 12.90
C -3.58 -1.94 12.68
C -1.30 -1.95 13.83
C -1.30 -5.27 10.46
H -3.71 -4.94 9.42
H -4.31 -3.46 10.13
H -3.99 -4.82 11.21
H -1.86 -3.09 8.64
H -0.37 -3.04 9.66
H -3.02 -1.60 9.99
H -1.40 -0.80 9.25
H -1.50 -0.22 11.66
H -0.30 -1.45 11.47
H -4.14 -2.55 13.39
H -4.16 -2.01 11.81
H -3.55 -0.93 13.05
H -0.95 -0.96 14.08
H -0.44 -2.61 13.92
H -1.93 -2.33 14.62
H -1.37 -5.92 11.34
H -0.24 -4.99 10.20
H -1.61 -5.77 9.58
B -2.14 -2.97 3.54
F -3.00 -1.87 3.37
F -2.82 -4.14 3.34
F -1.16 -2.92 2.51
F -1.47 -2.88 4.76
B 3.63 -0.60 4.12
F 4.73 -0.49 3.35
F 2.41 -0.16 3.43
F 3.45 -2.01 4.46
F 3.74 0.10 5.28
B -3.49 2.16 -3.51
F -4.44 1.33 -3.94
F -2.48 2.17 -4.54
F -3.84 3.46 -3.20
F -2.86 1.60 -2.36
B -2.96 -7.11 -4.25
F -2.34 -7.86 -3.24
F -4.17 -7.74 -4.51
F -3.31 -5.84 -3.74
F -2.09 -7.13 -5.31
B 2.33 1.32 -5.48
F 3.78 1.00 -5.41
F 1.76 0.33 -6.26
F 1.74 1.35 -4.19
F 2.10 2.60 -6.03
B 1.27 7.14 -1.21
F 2.71 7.04 -1.10
F 0.79 5.89 -1.40
F 0.91 7.60 0.05
F 0.96 8.03 -2.27